No. 1
{"formula": "C3H5N3S", "method": "ωB97M-V with the def2-TZVPD basis set", "e_homo_ev": -7.550, "relative_energy_ev": 6.908, "multiplicity": 1, "lumo_ev": 0.08, "max_force_ev_per_a": 5.060, "symbols": ["S", "N", "N", "N", "C", "C", "C", "H", "H", "H", "H", "H"], "positions_angstrom": [[3.637, -0.733, -0.347], [2.072, -0.322, -0.081], [-3.284, -1.056, -0.311], [1.060, 1.901, 0.300], [1.245, 0.608, -0.003], [-0.846, -0.330, -0.249], [-1.954, -0.881, -0.293], [3.298, -2.034, -0.165], [-3.585, -1.595, 0.533], [1.855, 2.416, 0.688], [0.156, 2.156, 0.308], [-3.655, -0.130, -0.379]], "forces_ev_per_angstrom": [[0.094, -0.703, 0.175], [-3.321, 3.809, 0.240], [-1.029, -1.640, 0.791], [3.848, -2.049, -0.424], [0.545, -4.507, -0.341], [0.656, 0.353, 0.209], [3.840, 2.046, 0.393], [0.717, 0.190, -0.217], [-0.045, 0.918, -1.163], [-0.831, -0.191, -0.145], [-3.506, 1.616, 0.223], [-0.967, 0.158, 0.258]], "nbo_charge": [0.2592, -0.6759, -0.8418, -0.8288, 0.6975, -0.3222, -0.0246, 0.1311, 0.3814, 0.4182, 0.4245, 0.3815]}

=====

No. 2
{"formula": "C3H5N3S", "method": "ωB97M-V with the def2-TZVPD basis set", "e_homo_ev": -7.859, "relative_energy_ev": 6.801, "multiplicity": 1, "lumo_ev": -0.51, "max_force_ev_per_a": 7.589, "symbols": ["S", "N", "N", "N", "C", "C", "C", "H", "H", "H", "H", "H"], "positions_angstrom": [[-2.307, -1.150, 0.887], [0.925, 1.830, -1.537], [1.153, 0.626, 0.545], [-0.661, 0.144, -0.694], [-0.600, -0.896, 0.217], [0.493, 0.979, -0.618], [0.644, -0.763, 0.783], [0.346, 1.504, -2.555], [1.070, -1.430, 1.676], [2.349, -0.154, 0.009], [-1.507, 0.503, -1.218], [-1.906, -1.193, 2.505]], "forces_ev_per_angstrom": [[2.428, -1.185, 3.418], [-2.578, -2.917, -1.745], [4.898, -5.523, -1.761], [-0.484, 2.573, -1.833], [-0.308, 1.354, 1.270], [-0.739, 0.699, -3.531], [-1.290, -1.154, 3.456], [1.767, 1.593, 3.954], [-1.053, 1.993, -2.130], [-3.269, 3.377, 1.645], [1.537, -0.910, 1.157], [-0.908, 0.101, -3.901]], "nbo_charge": [-0.0274, -0.7115, -0.5028, -0.6417, -0.0278, 0.4965, -0.1580, 0.3249, 0.2366, 0.3966, 0.4271, 0.1875]}

=====

No. 3
{"formula": "C3H5N3S", "method": "ωB97M-V with the def2-TZVPD basis set", "smiles": "C1=NNCC=NS1", "e_homo_ev": -8.413, "relative_energy_ev": 3.246, "multiplicity": 1, "lumo_ev": 0.55, "max_force_ev_per_a": 3.395, "symbols": ["S", "N", "N", "N", "C", "C", "C", "H", "H", "H", "H", "H"], "positions_angstrom": [[1.561, -0.274, 0.060], [-1.525, 1.015, -0.290], [0.629, -1.547, -0.416], [-0.471, 1.760, 0.066], [-0.664, -1.483, -0.355], [0.617, 1.168, 0.313], [-1.544, -0.372, 0.357], [1.480, 1.879, 0.338], [-1.136, -2.447, -0.626], [-2.396, 1.398, 0.024], [-1.167, -0.273, 1.439], [-2.634, -0.648, 0.460]], "forces_ev_per_angstrom": [[-0.233, -0.291, 0.014], [-1.055, -3.157, 0.668], [-2.160, 0.173, 0.132], [0.090, 0.292, 0.432], [0.312, -0.298, 0.984], [2.557, 2.001, -0.880], [0.354, -0.109, -0.059], [-0.701, -0.144, 0.747], [-0.116, 0.789, -0.022], [-0.112, 0.993, -0.103], [-0.225, -0.120, -1.417], [1.290, -0.129, -0.496]], "nbo_charge": [0.5156, -0.4129, -0.5694, -0.2337, 0.0880, -0.2421, -0.3490, 0.2114, 0.1920, 0.3584, 0.2170, 0.2248]}

=====

No. 4
{"formula": "C3H5N3S", "method": "ωB97M-V with the def2-TZVPD basis set", "smiles": "Cc1ncnn1S", "e_homo_ev": -9.212, "relative_energy_ev": 1.088, "multiplicity": 1, "lumo_ev": 0.55, "max_force_ev_per_a": 0.867, "symbols": ["S", "N", "N", "N", "C", "C", "C", "H", "H", "H", "H", "H"], "positions_angstrom": [[-1.953, -0.160, 0.001], [-0.227, -0.298, 0.001], [1.898, 0.167, 0.001], [0.369, -1.519, -0.008], [1.640, -1.174, 0.011], [0.330, 2.146, -0.002], [0.678, 0.699, -0.001], [-0.275, 2.415, -0.884], [-0.257, 2.389, 0.893], [-2.091, -1.514, 0.010], [1.277, 2.728, -0.004], [2.432, -1.934, -0.024]], "forces_ev_per_angstrom": [[0.288, -0.548, -0.004], [-0.566, 0.005, -0.069], [-0.612, -0.347, 0.082], [0.258, 0.606, 0.159], [0.757, -0.283, -0.315], [0.311, 0.287, -0.047], [0.371, -0.378, -0.041], [0.271, -0.094, 0.280], [0.167, 0.062, -0.163], [0.021, 0.563, -0.001], [-0.763, -0.378, 0.008], [-0.504, 0.504, 0.112]], "nbo_charge": [0.1929, -0.3122, -0.4857, -0.3070, 0.1419, -0.6686, 0.3509, 0.2344, 0.2340, 0.1617, 0.2551, 0.2027]}

=====

No. 5
{"formula": "C3H5N3S2", "method": "ωB97M-V with the def2-TZVPD basis set", "smiles": "NS/C=C/NN=C=S", "e_homo_ev": -7.575, "relative_energy_ev": 2.563, "multiplicity": 1, "lumo_ev": 0.48, "max_force_ev_per_a": 1.578, "symbols": ["S", "S", "N", "N", "N", "C", "C", "C", "H", "H", "H", "H", "H"], "positions_angstrom": [[-3.863, 2.338, 2.622], [1.157, -0.934, -0.499], [-2.038, 2.169, 0.603], [-0.919, 2.513, -0.063], [0.619, -2.219, 0.493], [-0.054, 1.504, -0.485], [-2.700, 2.352, 1.586], [-0.007, 0.274, 0.024], [1.393, -2.601, 1.025], [0.652, 1.830, -1.233], [-1.080, 3.255, -0.738], [0.203, -2.958, -0.065], [-0.684, -0.094, 0.775]], "forces_ev_per_angstrom": [[-0.453, 0.219, 0.896], [-0.083, -0.130, 0.119], [-0.216, -0.084, 0.665], [0.391, 1.008, -0.288], [0.174, -0.239, -0.176], [0.052, -0.752, 0.289], [0.338, -0.487, -1.463], [0.098, 0.351, -0.357], [-0.134, 0.095, -0.016], [0.020, 0.155, -0.097], [-0.075, -0.285, 0.175], [0.074, 0.109, 0.086], [-0.186, 0.040, 0.167]], "nbo_charge": [-0.0100, 0.3996, -0.3026, -0.4100, -0.9717, -0.0563, 0.2169, -0.4506, 0.3767, 0.2056, 0.3869, 0.3731, 0.2425]}

=====

No. 6
{"formula": "C3H5N3S2", "method": "ωB97M-V with the def2-TZVPD basis set", "smiles": "CSSn1nccn1", "e_homo_ev": -9.741, "relative_energy_ev": 2.159, "multiplicity": 1, "lumo_ev": 0.13, "max_force_ev_per_a": 3.615, "symbols": ["S", "S", "N", "N", "N", "C", "C", "C", "H", "H", "H", "H", "H"], "positions_angstrom": [[-0.935, -1.640, 0.644], [-2.076, -0.712, -0.695], [1.569, -1.364, -0.603], [0.743, -0.822, 0.257], [1.224, 0.234, 0.848], [-2.879, 0.720, 0.078], [2.396, 0.429, 0.232], [2.620, -0.603, -0.694], [-3.291, 1.354, -0.780], [-3.685, 0.690, 0.807], [3.493, -1.021, -1.039], [2.976, 1.265, 0.349], [-2.155, 1.472, 0.597]], "forces_ev_per_angstrom": [[2.323, 1.465, -0.541], [-0.813, 0.144, 0.204], [-1.631, -2.525, -1.071], [-1.221, -1.548, 0.340], [0.272, 1.602, -0.190], [0.968, 3.483, 0.020], [-1.044, -1.358, -0.258], [-1.600, 1.031, 2.481], [0.560, -1.092, 0.824], [-0.134, -1.210, -0.102], [1.774, -0.267, -1.518], [1.202, 1.863, 0.883], [-0.656, -1.587, -1.072]], "nbo_charge": [0.3122, 0.1716, -0.2492, -0.1092, -0.2508, -0.8057, -0.0969, -0.1105, 0.2412, 0.2347, 0.2154, 0.2034, 0.2438]}

=====

No. 7
{"formula": "C3H5N4O2", "method": "ωB97M-V with the def2-TZVPD basis set", "e_homo_ev": [-10.528, -14.854], "charge": 1, "relative_energy_ev": 0.000, "multiplicity": 3, "lumo_ev": [-3.16, -7.96], "max_force_ev_per_a": 9.486, "symbols": ["O", "O", "N", "N", "N", "N", "C", "C", "C", "H", "H", "H", "H", "H"], "positions_angstrom": [[-2.255, -2.184, -0.230], [2.657, -0.694, 0.375], [-1.795, 1.510, 0.047], [0.779, -1.556, -0.217], [-2.235, -0.896, -0.082], [0.488, -0.331, 0.230], [2.047, -1.752, -0.127], [1.658, 0.162, 0.520], [-1.774, 0.191, 0.041], [2.558, -2.703, -0.374], [1.878, 1.261, 0.891], [-1.348, 1.988, 0.766], [-2.253, 1.968, -0.722], [-1.613, -2.569, -0.922]], "forces_ev_per_angstrom": [[2.029, -0.751, 1.023], [0.656, 0.691, -0.113], [-2.033, -2.874, -2.375], [-0.918, -2.339, -0.788], [-6.178, -5.367, -4.327], [2.274, 0.697, 0.032], [-0.616, -2.058, -0.476], [-0.502, 4.202, 1.802], [5.836, 6.305, 4.021], [-0.144, 1.093, 0.264], [-0.356, -2.754, -0.799], [0.940, 1.047, 1.120], [-0.371, 0.873, 0.025], [-0.617, 1.234, 0.592]], "nbo_charge": [-0.3016, -0.3548, -0.7599, -0.3361, -0.0029, -0.2837, 0.3166, 0.3323, 0.5276, 0.2452, 0.2420, 0.4250, 0.4102, 0.5400]}

=====

No. 8
{"formula": "C3H5N4O4", "method": "ωB97M-V with the def2-TZVPD basis set", "e_homo_ev": -3.051, "charge": -1, "relative_energy_ev": 1.306, "multiplicity": 1, "lumo_ev": 1.21, "max_force_ev_per_a": 4.253, "symbols": ["O", "O", "O", "O", "N", "N", "N", "N", "C", "C", "C", "H", "H", "H", "H", "H"], "positions_angstrom": [[-2.055, -1.543, -0.512], [-0.589, 0.141, 3.517], [1.872, -1.952, 0.963], [1.123, 3.234, -1.847], [-1.310, 0.557, -0.694], [0.743, 2.521, -0.895], [0.368, -0.447, 1.545], [-0.303, -0.683, 2.587], [0.812, -1.410, 0.671], [0.273, -1.208, -0.748], [-1.125, -0.777, -0.750], [-2.217, 0.881, -0.505], [-0.591, 1.188, -0.636], [0.469, -2.150, -1.220], [1.071, -0.672, -1.269], [1.460, 2.318, -0.207]], "forces_ev_per_angstrom": [[0.417, -0.177, -0.957], [1.187, 0.301, -2.199], [-0.547, -1.356, -1.362], [-0.509, -2.169, 3.261], [-1.175, -1.723, -1.201], [-0.450, 2.253, -3.579], [-0.899, 2.220, 0.458], [-1.206, -2.232, 1.655], [1.495, 2.172, 1.743], [2.419, -1.781, -0.210], [-1.528, 0.510, 1.722], [-1.123, 0.243, 0.355], [1.741, 1.448, 0.082], [-0.763, -0.952, -0.306], [-0.493, 1.054, 0.096], [1.431, 0.191, 0.444]], "nbo_charge": [-0.6307, -0.5819, -0.6144, -0.2464, -0.7959, -0.0293, -0.4811, 0.1164, 0.6692, -0.6231, 0.6650, 0.3865, 0.3894, 0.2470, 0.2303, 0.2991]}

=====

No. 9
{"formula": "C3H5N5", "method": "ωB97M-V with the def2-TZVPD basis set", "smiles": "[H]/N=C\\n1cn/c(=N/[H])[nH]1", "e_homo_ev": -8.709, "relative_energy_ev": 3.519, "multiplicity": 1, "lumo_ev": -0.35, "max_force_ev_per_a": 7.184, "symbols": ["N", "N", "N", "N", "N", "C", "C", "C", "H", "H", "H", "H", "H"], "positions_angstrom": [[-0.584, 0.420, 0.110], [2.745, -0.856, -0.270], [-2.508, -0.820, -0.231], [1.628, 1.123, -0.041], [0.257, -0.697, 0.261], [1.643, -0.173, 0.165], [0.347, 1.473, -0.093], [-1.934, 0.326, 0.063], [2.582, -1.823, -0.234], [-2.577, 1.204, 0.031], [-1.937, -1.567, -0.640], [0.250, -1.111, 1.241], [0.089, 2.500, -0.362]], "forces_ev_per_angstrom": [[4.014, 2.445, 0.579], [-3.291, 3.346, 2.644], [-0.158, 2.541, 0.200], [-3.417, 4.018, 0.164], [1.445, -1.602, 1.936], [3.090, -5.162, -3.926], [1.144, -0.341, 0.145], [-1.989, -4.140, -2.311], [-0.451, -1.811, -0.010], [0.521, 0.196, 0.762], [0.462, 0.442, 1.007], [-0.939, 0.582, -1.386], [-0.431, -0.515, 0.195]], "nbo_charge": [-0.2821, -0.6406, -0.6610, -0.4522, -0.4629, 0.4727, 0.2702, 0.2477, 0.3256, 0.2100, 0.3617, 0.3907, 0.2204]}

=====

No. 10
{"formula": "C3H5N5", "method": "ωB97M-V with the def2-TZVPD basis set", "e_homo_ev": -9.162, "relative_energy_ev": 6.423, "multiplicity": 1, "lumo_ev": -0.54, "max_force_ev_per_a": 8.355, "symbols": ["N", "N", "N", "N", "N", "C", "C", "C", "H", "H", "H", "H", "H"], "positions_angstrom": [[-0.657, 0.599, 1.802], [1.581, -0.280, -1.657], [1.335, -0.030, 0.819], [-1.866, -0.080, -0.762], [0.011, 0.591, 0.616], [-0.580, 0.200, -0.470], [1.966, -0.316, -0.367], [0.352, -0.051, -1.637], [-2.388, -0.461, 0.319], [3.040, -1.253, -0.117], [-1.269, 1.416, 1.875], [-1.242, -0.292, 2.072], [-0.282, -0.046, -2.493]], "forces_ev_per_angstrom": [[-2.103, -0.770, 2.294], [0.530, 0.203, -0.002], [1.131, 0.151, -4.529], [1.243, -1.322, 4.744], [2.900, -1.116, 2.834], [-3.506, -2.081, -4.576], [3.080, -3.669, 6.846], [-3.885, 1.453, -0.303], [1.820, 2.132, -3.992], [-3.274, 3.612, -0.747], [0.361, -0.417, -0.174], [1.652, 1.990, -1.172], [0.051, -0.165, -1.224]], "nbo_charge": [-0.6415, -0.4451, -0.2631, -0.6819, -0.1261, 0.3182, 0.2270, 0.1587, 0.3194, 0.1961, 0.3767, 0.3540, 0.2076]}

=====

Question: Which of these has the highest multiplicity?
Answer: C3H5N4O2